# 1
{"formula": "C16H22BF3N2O4S4SbTc", "method": "ωB97M-V with the def2-TZVPD basis set", "species": ["Tc", "S", "Sb", "S", "S", "S", "F", "B", "F", "C", "C", "C", "C", "H", "H", "H", "H", "H", "H", "H", "H", "H", "C", "C", "C", "C", "C", "C", "H", "H", "H", "H", "H", "H", "H", "H", "H", "F", "C", "C", "N", "C", "C", "O", "O", "C", "O", "N", "C", "O", "H", "H", "H", "H"], "xyz": [[-0.4779, 1.8087, -0.7233], [-0.0747, 4.3512, -1.3354], [-1.6559, 4.2924, -3.4959], [-2.6077, 2.5523, -1.7117], [-1.7091, 3.6736, -0.2568], [-2.9738, 6.0234, -3.1667], [0.5497, 3.9129, 2.0330], [1.5830, 4.2080, 1.2744], [1.8921, 5.4465, 0.9792], [-0.5949, -1.0565, -2.8641], [0.5108, -0.1351, -2.3599], [1.8627, -0.4998, -2.9770], [0.1911, 1.3416, -2.6191], [-0.3704, -2.0997, -2.6302], [-0.6906, -0.9669, -3.9497], [-1.5495, -0.8089, -2.4005], [0.6021, -0.3106, -1.2725], [1.8373, -0.3332, -4.0563], [2.1067, -1.5487, -2.8030], [2.6669, 0.1186, -2.5685], [-0.4876, 1.4303, -3.4711], [1.0961, 1.9208, -2.8350], [-2.0234, -2.2411, 2.7183], [-2.7732, -1.5761, 1.5555], [-4.0376, -0.8914, 2.0922], [-3.1646, -2.6524, 0.5325], [-1.9373, -0.5665, 0.8802], [-1.3844, 0.3241, 0.2580], [-2.7055, -2.8761, 3.2883], [-1.6189, -1.4876, 3.3989], [-1.2218, -2.8760, 2.3381], [-4.6885, -1.6282, 2.5687], [-4.5860, -0.4124, 1.2807], [-3.7812, -0.1277, 2.8279], [-3.7886, -3.4107, 1.0115], [-2.2763, -3.1408, 0.1281], [-3.7250, -2.2106, -0.2923], [2.8611, -3.0951, -0.9092], [2.6171, -2.2671, 0.1053], [3.3068, -1.1413, 0.2656], [3.0796, -0.2953, 1.3409], [3.4899, 1.0852, 1.2809], [2.3282, 1.9283, 0.8049], [2.5175, 3.2381, 0.9375], [1.3500, 1.4178, 0.3224], [2.0523, -0.5449, 2.2455], [1.7544, 0.2618, 3.0983], [1.4209, -1.7546, 2.0884], [1.5507, -2.6545, 1.0313], [0.8371, -3.6171, 0.9082], [4.0846, -0.8540, -0.4287], [4.3180, 1.1985, 0.5802], [3.8120, 1.4455, 2.2551], [0.6259, -1.8985, 2.6970]], "total_charge": 0, "gap_ev": 6.380}



# 2
{"formula": "C3H2N2O2", "method": "ωB97M-V with the def2-TZVPD basis set", "species": ["O", "C", "C", "N", "C", "N", "O", "H", "H"], "xyz": [[-3.6234, -0.1116, -0.1352], [-2.7071, 0.5428, -0.0083], [-0.2046, -0.9683, -0.1388], [0.2095, 0.3085, 0.0487], [1.5801, 0.3555, 0.0986], [2.0832, -0.8158, -0.0459], [0.9411, -1.6400, -0.1946], [-0.4409, 1.0758, 0.1356], [2.1622, 1.2531, 0.2399]], "total_charge": 0, "gap_ev": 10.536}



# 3
{"formula": "C6H15NO", "method": "ωB97M-V with the def2-TZVPD basis set", "species": ["C", "C", "C", "O", "C", "N", "C", "C", "H", "H", "H", "H", "H", "H", "H", "H", "H", "H", "H", "H", "H", "H", "H"], "xyz": [[-1.1545, -0.8844, 1.5197], [-2.2318, -0.0861, 1.1915], [-2.4750, 0.5676, 0.0155], [3.1838, -0.8288, 0.9328], [-0.1049, -1.2583, 0.5562], [0.3498, -0.2023, -0.4255], [1.0750, 0.8006, 0.3889], [1.2981, -0.8880, -1.3031], [-0.4642, -2.1436, 0.0089], [-1.1216, -1.2773, 2.5256], [-1.5596, 3.7099, -3.3815], [-2.2156, 0.1261, -0.9422], [-3.3749, 1.1755, -0.0627], [-2.8764, 0.1692, 2.0390], [3.7800, -0.4573, 1.5926], [-1.3705, 3.3488, -2.7563], [0.8066, -1.6740, 1.0200], [2.0904, 0.3913, 0.6990], [1.2585, 1.6658, -0.2618], [0.3764, 1.0281, 1.2361], [0.9884, -1.9246, -1.5938], [1.4792, -0.2889, -2.1972], [2.2627, -1.0694, -0.8015]], "total_charge": 0, "gap_ev": 3.720}



# 4
{"formula": "C30H49IN2O3Pt", "method": "ωB97M-V with the def2-TZVPD basis set", "species": ["C", "C", "C", "C", "C", "C", "C", "C", "C", "C", "C", "C", "C", "C", "C", "C", "C", "C", "C", "O", "C", "C", "N", "C", "C", "C", "C", "C", "I", "C", "C", "C", "O", "N", "C", "O", "H", "H", "H", "H", "H", "H", "H", "H", "H", "H", "H", "H", "H", "H", "H", "H", "H", "H", "H", "H", "H", "H", "H", "H", "H", "H", "H", "H", "H", "H", "H", "H", "H", "H", "H", "H", "H", "H", "H", "H", "H", "H", "H", "H", "H", "H", "H", "H", "H", "Pt"], "xyz": [[5.0920, -1.0254, 2.7469], [4.9919, -0.5689, 1.1934], [4.2650, 0.8652, 1.0125], [4.2579, 1.3878, -0.5176], [2.8042, 1.8807, -1.0226], [1.9939, 0.7358, -1.8309], [1.9605, -0.5844, -0.9041], [0.9931, -1.7324, -1.4286], [-0.5537, -1.5493, -1.4441], [-1.3248, -0.2317, -0.9940], [-0.9052, 0.3420, 0.4434], [-1.1170, -0.7045, 1.6645], [-0.2763, -0.0843, 2.9173], [-1.0687, 1.0749, 3.7006], [-0.4533, 2.5634, 3.4439], [-1.3206, 3.4452, 2.3932], [-0.3603, 3.9776, 1.1777], [-1.1936, 4.6348, -0.0249], [-0.4675, 4.4058, -1.4591], [-1.2373, 5.1071, -2.4602], [-1.0581, 4.5387, -3.7789], [-1.3755, -2.7890, -1.9980], [-2.8298, -2.8072, -2.0994], [-3.4757, -3.6353, -1.0304], [-3.7376, -2.8705, 0.3630], [-5.2537, -3.1472, 0.8242], [-6.1523, -1.9243, 0.2517], [-0.6549, -4.1225, -2.5125], [-1.8066, -5.7992, -3.3253], [0.8775, -4.3023, -2.4987], [1.6226, -3.0637, -1.9418], [3.1319, -3.5442, -2.0967], [4.2154, -2.9381, -1.9493], [3.1595, -4.9660, -2.5453], [1.8309, -5.4838, -2.9767], [1.5496, -6.5393, -3.5610], [4.1778, -1.6523, 3.0451], [6.0097, -1.6881, 2.9454], [5.2005, -0.1137, 3.4238], [6.0632, -0.5782, 0.7846], [4.4097, -1.4147, 0.6589], [3.1902, 0.7471, 1.4162], [4.7904, 1.5881, 1.7270], [5.0672, 2.1853, -0.5979], [4.5901, 0.4903, -1.1632], [2.1487, 2.1689, -0.1314], [2.9764, 2.7427, -1.7620], [2.6551, 0.4646, -2.7408], [0.9719, 1.0719, -2.2071], [3.0297, -1.0227, -0.9471], [1.7893, -0.3556, 0.2154], [-2.4687, -0.3395, -0.9864], [-1.1081, 0.5919, -1.7768], [0.1401, 0.8359, 0.4603], [-1.6355, 1.2132, 0.6651], [-2.2217, -0.5999, 1.9695], [-0.8076, -1.7705, 1.4101], [0.7397, 0.3355, 2.5825], [-0.0919, -0.9306, 3.6821], [-2.2011, 1.0647, 3.5605], [-0.8916, 0.8794, 4.8267], [-0.5207, 3.1258, 4.4930], [0.6600, 2.5414, 3.1739], [-2.2372, 2.8821, 2.0121], [-1.7098, 4.4245, 2.9048], [0.3173, 3.1131, 0.8663], [0.2984, 4.8241, 1.6213], [-2.2636, 4.2541, -0.1284], [-1.2222, 5.7746, 0.1306], [0.5880, 4.8443, -1.4612], [-0.3616, 3.2761, -1.6572], [-0.5182, 3.5286, -3.7846], [-0.4307, 5.2454, -4.4444], [-2.0653, 4.3742, -4.3025], [-3.2201, -1.8578, -2.1708], [-2.7374, -4.4922, -0.7959], [-4.4197, -4.1652, -1.4294], [-3.0357, -3.3224, 1.1479], [-3.4794, -1.7668, 0.2476], [-5.3236, -3.2326, 1.9576], [-5.6428, -4.1101, 0.3549], [-5.4895, -0.9828, 0.2329], [-6.5299, -2.2031, -0.7879], [-7.0452, -1.7356, 0.9491], [3.6076, -5.4981, -1.7815], [0.1344, 4.6995, 3.8591]], "total_charge": 2, "gap_ev": 1.505}



# 5
{"formula": "C2H11N3O2", "method": "ωB97M-V with the def2-TZVPD basis set", "species": ["C", "N", "C", "N", "N", "H", "H", "H", "H", "H", "H", "H", "H", "H", "O", "H", "H", "O"], "xyz": [[-2.7034, 0.0004, 0.6202], [-1.7780, -0.6597, -0.2481], [-0.4033, -0.5099, -0.1770], [0.3139, -0.8135, -1.3368], [0.1445, -0.2811, 0.9674], [-2.1603, 0.5137, 1.4261], [-3.5534, -0.6223, 0.8373], [-3.1198, 0.9118, 0.0933], [-2.0258, -1.0791, -1.1270], [0.7834, 0.0340, -1.6404], [-0.3454, -1.0413, -2.0768], [1.0986, -0.6219, 1.0096], [5.3336, -1.3247, -0.3914], [4.5361, -0.7893, -1.4943], [5.4413, -0.7594, -1.1834], [-0.0668, 1.7083, 1.4808], [-0.9848, 2.9071, 1.2750], [-0.5101, 2.4268, 1.9655]], "total_charge": 0, "smiles": "[H]/N=C(\\N)NC.O.O", "gap_ev": 9.369}



# 6
{"formula": "C4H10NO5PS", "method": "ωB97M-V with the def2-TZVPD basis set", "species": ["C", "C", "C", "C", "N", "O", "O", "O", "O", "O", "P", "S", "H", "H", "H", "H", "H", "H", "H", "H", "H", "H"], "xyz": [[0.8268, 1.6563, -0.5653], [-0.8418, -1.7897, 0.1786], [0.4550, 0.1946, -0.6585], [-0.3611, -0.3588, 0.5755], [0.5028, -0.5454, 1.6982], [0.5593, -0.6799, 4.3117], [-1.6217, 2.0201, 1.9918], [-1.6917, -1.4186, 3.1440], [0.9064, 2.1049, 2.4181], [-0.6848, 2.4958, 4.1756], [-0.3721, -0.4750, 3.2018], [-0.4830, 1.7561, 2.9202], [1.5819, 1.8984, -1.3961], [0.0112, 2.2694, -0.8575], [0.9612, 1.9883, 0.4445], [-0.0361, -2.3416, -0.1227], [-1.2958, -2.3629, 1.1039], [-1.6734, -1.7920, -0.5883], [-0.1622, -0.1196, -1.4975], [1.3424, -0.3417, -0.4881], [-1.2223, 0.2937, 0.5519], [1.0401, 0.3180, 2.0003]], "total_charge": -2, "smiles": "CC[C@@H](C)N[P@](=O)([O-])S(=O)(=O)[O-]", "gap_ev": 7.247}